# 1
Molecular formula: C37H48LuN4O2S5Si2
Method: DFT, ωB97M-V/def2-TZVPD

XYZ file:
```
99
Properties=species:S:1:pos:R:3:forces:R:3:mulliken_charge:R:1
Lu -0.625324 0.393088 -0.175433 0.788 0.061 0.099 -0.473
S -2.062353 2.643642 0.747738 -0.072 0.014 0.150 -0.051
C -2.615467 2.302642 2.365796 -0.021 -0.019 -0.119 0.171
C -2.599248 3.305186 3.350797 0.041 0.041 0.000 -0.671
C -3.004640 3.065524 4.650683 -0.003 -0.019 0.028 -0.600
C -3.459266 1.807037 5.033474 -0.003 0.024 -0.038 -0.739
C -3.514319 0.805783 4.076919 0.018 -0.005 0.019 -0.357
C -3.099378 1.043252 2.770674 0.033 0.024 0.076 -0.198
S -3.229695 -0.260258 1.582068 -0.030 -0.163 -0.183 0.071
C -4.754813 0.396241 0.791659 -0.132 0.133 0.001 -0.615
C -4.921364 -0.029716 -0.632680 -0.008 -0.012 0.028 0.094
C -5.741273 -1.089418 -0.999080 0.009 -0.006 -0.036 -0.607
C -5.805408 -1.439796 -2.338411 -0.034 -0.048 0.036 -0.609
C -4.997376 -0.781455 -3.244603 0.043 0.025 0.016 -0.753
C -4.171136 0.231991 -2.769285 0.007 -0.019 0.007 0.492
C -3.161216 0.895910 -3.665629 -0.074 0.014 -0.276 -0.931
S -1.660199 1.474891 -2.824339 -0.093 0.052 0.158 0.269
C -0.231522 -1.072578 -3.506043 -0.011 0.021 0.022 -0.527
C 0.455047 -1.527802 -4.814717 -0.096 -0.053 -0.026 0.271
C 0.639178 -3.011401 -4.932165 0.002 0.037 0.004 -0.950
C -0.136512 -3.839526 -4.235916 -0.081 0.023 0.077 -0.636
C -1.083322 -3.362496 -3.247518 0.047 -0.158 -0.042 -0.878
C -1.137985 -2.074855 -2.837422 0.065 0.173 -0.060 1.280
S -2.102982 -1.586609 -1.496512 -0.063 0.020 0.037 -0.274
N -4.201469 0.651061 -1.516087 0.037 0.000 0.020 0.003
H -2.240498 4.286885 3.066478 0.004 0.006 -0.012 0.433
H -2.961958 3.870100 5.375821 -0.001 0.003 0.011 0.365
H -3.773357 1.613639 6.050772 -0.007 -0.001 0.012 0.384
H -3.880279 -0.181058 4.333740 0.007 -0.015 0.003 0.443
H -4.650948 1.480778 0.816162 0.012 -0.025 -0.007 0.420
H -5.600161 0.078663 1.401758 0.020 0.020 0.031 0.523
H -6.303154 -1.629076 -0.248688 -0.010 -0.008 0.016 0.416
H -6.441845 -2.254195 -2.661950 -0.002 -0.004 -0.001 0.395
H -4.955544 -1.084560 -4.282557 -0.001 0.008 -0.018 0.408
H -3.607471 1.779414 -4.128606 0.017 0.002 0.016 0.615
H -2.872778 0.219700 -4.470966 0.019 -0.002 0.018 0.305
H -0.245776 -1.219230 -5.608003 0.033 -0.038 0.028 0.148
H 1.361755 -3.373988 -5.654992 0.024 0.009 -0.006 0.316
H -0.042714 -4.910915 -4.373862 0.000 -0.014 0.007 0.349
H -1.671642 -4.091198 -2.706040 -0.025 0.008 0.002 0.415
C 4.833499 -4.379299 1.588112 0.056 0.002 0.021 -1.160
Si 3.164404 -3.717290 2.141392 -0.173 0.089 -0.047 0.142
C 1.880185 -4.978472 1.671051 0.028 -0.094 -0.013 -0.976
C 3.183723 -3.537443 4.007812 0.017 0.032 0.065 -1.072
C 2.974732 -1.999653 1.402063 0.134 0.020 0.011 0.256
C 4.107666 -1.195944 1.412889 0.026 0.049 -0.070 -0.283
C 4.094311 0.106901 0.919540 -0.061 -0.007 0.004 -1.825
C 2.893714 0.577822 0.424941 0.112 -0.049 0.026 0.099
N 1.791582 -0.159858 0.403860 -0.218 0.127 -0.104 0.658
C 1.790719 -1.425014 0.871160 -0.101 -0.080 0.091 0.458
S 0.246359 -2.188526 0.753303 0.066 0.089 0.004 -0.394
H 5.006230 -5.370690 2.012875 0.003 -0.024 0.006 0.315
H 5.661493 -3.738916 1.894863 0.037 -0.004 0.013 0.344
H 4.865852 -4.466887 0.500809 -0.001 -0.008 -0.033 0.324
H 2.195688 -5.945075 2.077404 -0.036 -0.040 -0.028 0.328
H 1.778562 -5.065902 0.589417 0.005 -0.009 -0.037 0.310
H 0.898151 -4.723776 2.062375 -0.017 0.011 0.034 0.298
H 3.428936 -4.481947 4.498419 0.002 -0.026 0.016 0.361
H 2.205418 -3.214230 4.369125 -0.033 0.017 -0.002 0.296
H 3.916452 -2.790022 4.320163 0.020 0.003 0.015 0.332
H 5.038630 -1.586844 1.812548 0.004 -0.005 0.006 0.202
H 4.976205 0.732510 0.925779 0.008 -0.004 0.003 0.408
H 2.782805 1.578804 0.024736 -0.001 0.020 -0.014 -0.179
C 2.004459 4.408371 0.000378 0.046 0.128 -0.015 -1.364
Si 0.968482 3.549678 -1.318387 -0.106 -0.443 0.239 1.014
C -0.450822 4.708405 -1.700349 -0.039 0.046 -0.001 -1.260
C 2.026984 3.459491 -2.871189 0.026 0.024 -0.063 -1.271
O 0.549608 2.067808 -0.821147 -0.202 0.041 -0.232 0.439
H 2.257419 5.418428 -0.335873 0.035 0.022 0.032 0.488
H 2.940991 3.889434 0.218245 0.022 -0.032 0.004 0.346
H 1.442815 4.501262 0.932313 -0.036 0.003 0.019 0.300
H -0.061298 5.655280 -2.086049 0.002 0.043 0.011 0.465
H -1.042388 4.905535 -0.805508 -0.006 0.017 0.020 0.274
H -1.118612 4.286385 -2.451107 -0.013 -0.010 -0.040 0.285
H 2.438792 4.443620 -3.112258 0.012 0.021 -0.023 0.533
H 1.436516 3.126977 -3.728924 -0.020 -0.027 -0.017 0.220
H 2.855972 2.758861 -2.757523 0.039 -0.004 0.019 0.271
N 1.711707 -0.805355 -5.056855 0.038 0.039 -0.022 -0.218
C 2.454829 -0.379015 -3.960854 0.070 0.002 0.052 -0.910
C 1.914314 -0.071736 -2.788711 -0.053 -0.022 -0.082 -0.652
N 0.512892 -0.227631 -2.560338 -0.098 -0.015 0.155 1.221
C -0.393541 0.423740 -3.509495 0.077 -0.061 -0.050 -1.107
H 2.272608 -1.263396 -5.757615 -0.025 -0.007 -0.002 0.360
H 3.517108 -0.254115 -4.124333 -0.008 -0.002 -0.014 0.414
H 2.483925 0.309350 -1.962753 0.020 0.022 0.007 0.325
H 0.115029 0.878138 -4.355879 -0.033 0.026 0.014 0.308
C 0.991804 0.551903 4.439429 0.014 -0.033 0.014 -0.780
C 1.749374 1.531748 3.543331 0.031 0.014 -0.008 -0.284
C 0.677626 1.937512 2.550138 -0.006 -0.004 0.025 0.042
O -0.051198 0.724489 2.305535 -0.109 0.012 -0.157 0.873
C 0.003435 -0.112833 3.476971 -0.011 -0.025 -0.010 -0.238
H 0.458321 1.087020 5.227668 -0.015 0.018 -0.022 0.335
H 1.648419 -0.179746 4.911090 -0.009 -0.004 0.003 0.365
H 2.568925 1.025183 3.030577 -0.015 -0.001 -0.009 -0.059
H 2.155547 2.384951 4.087480 -0.009 0.005 0.007 0.516
H 1.040984 2.295245 1.589123 0.026 0.001 0.045 -0.837
H -0.001525 2.686866 2.971334 0.028 -0.018 -0.010 0.420
H 0.311333 -1.105580 3.148132 0.007 0.053 0.051 0.040
H -0.997744 -0.171786 3.905744 -0.018 -0.045 -0.008 0.164
```
Positions in Å, forces in eV/Å.

Largest force on an atom, eV Å⁻¹: 0.8
Highest occupied orbital energy, eV: -3.93
Net charge: -1
Multiplicity: 1

# 2
Molecular formula: C37H49Cl32NOS
Method: DFT, ωB97M-V/def2-TZVPD

XYZ file:
```
121
Properties=species:S:1:pos:R:3:forces:R:3:mulliken_charge:R:1
C -0.589798 -3.992707 1.927446 -0.185 -0.133 0.210 -0.953
C -1.417303 -4.116902 0.891671 0.330 0.564 -0.046 -0.683
C -1.705818 -2.919409 0.037251 0.769 -1.078 -0.522 0.078
C -1.061991 -2.747804 -1.193816 -1.024 0.585 0.167 -1.152
C -1.364950 -1.621028 -1.949677 0.364 -0.305 0.173 -0.244
C -2.273026 -0.685378 -1.483055 -0.341 1.032 -0.178 0.663
C -2.904668 -0.843629 -0.254289 0.183 -0.911 -0.180 -0.488
C -2.623244 -1.988768 0.492041 0.110 1.106 0.005 -0.891
N -3.821156 0.117231 0.208863 0.297 0.088 0.016 -0.228
C -3.349938 1.438591 0.158207 -0.003 0.978 0.135 0.536
C -3.421684 2.310699 1.240367 -0.200 -0.438 -0.131 -1.039
C -2.935233 3.607897 1.160195 -0.077 -0.029 0.336 -0.965
C -2.344627 4.090690 -0.003941 -0.167 -0.561 0.133 0.895
C -1.763549 5.476417 -0.118464 0.080 0.300 0.094 -0.693
O -0.746557 5.581231 -1.110833 -0.149 -0.066 0.111 -0.471
C 0.340143 4.751657 -0.959377 0.264 -0.176 -0.490 0.266
C 0.894946 4.352536 0.248458 -0.241 0.192 0.089 -0.486
C 1.972608 3.473320 0.247087 -0.149 -0.093 -0.232 -0.221
C 2.498081 2.998253 -0.948071 0.091 -0.006 0.509 -0.703
C 1.974753 3.427268 -2.159743 0.177 -0.067 0.598 -0.537
C 0.899985 4.297915 -2.148720 0.144 -0.060 -0.582 0.008
C -2.287170 3.217908 -1.091267 0.171 0.575 0.168 -0.543
C -2.775760 1.930177 -1.010416 0.101 -0.856 -0.377 0.623
S -2.687030 0.808733 -2.396463 0.134 0.544 0.703 -0.113
H 0.174836 -3.227000 1.919793 -0.519 0.633 0.423 0.287
H -0.668409 -4.600871 2.821753 0.550 -0.713 -0.415 0.275
H -1.872818 -5.065093 0.629326 -0.683 0.131 0.472 0.561
H -0.346352 -3.469299 -1.544173 -0.063 -0.165 -0.120 1.126
H -0.869118 -1.488555 -2.899267 0.032 0.203 -0.050 0.686
H -3.153338 -2.093107 1.439565 0.985 0.293 -0.282 0.809
H -4.204846 -0.120883 1.112117 -0.001 -0.019 0.015 0.298
H -3.860506 1.936659 2.159110 0.032 0.156 0.102 0.334
H -3.015331 4.186445 2.075796 0.193 0.231 -0.215 0.052
H -2.541143 6.182191 -0.416097 0.062 0.047 -0.196 0.310
H -1.365979 5.857947 0.823575 -0.126 -0.259 0.217 0.119
H 0.476889 4.728044 1.173932 0.040 -0.116 0.097 0.457
H 2.405054 3.128820 1.178010 -0.209 0.168 -0.251 0.113
H 3.316450 2.294612 -0.872980 0.058 -0.008 -0.290 0.444
H 2.418847 3.067470 -3.076722 -0.166 0.081 -0.164 0.394
H 0.489952 4.612872 -3.100090 -0.206 0.139 0.109 0.453
H -1.816625 3.594763 -1.989094 -0.040 -0.301 -0.169 0.506
C 4.922107 4.257189 3.521611 0.089 -0.054 -0.003 -0.172
Cl 6.198970 3.991956 2.326737 0.021 0.023 0.022 -0.178
Cl 3.547102 3.173644 3.260471 0.375 -0.293 0.210 -0.164
H 5.324412 4.071396 4.510016 0.002 -0.072 -0.016 0.319
H 4.578294 5.279674 3.442343 -0.035 -0.002 -0.087 0.173
C -5.325991 -4.912268 2.368535 -0.189 0.110 -0.064 0.262
Cl -4.594751 -3.566132 1.469638 -1.092 -1.114 0.403 -0.007
Cl -4.093742 -5.885358 3.180073 -0.048 0.136 0.151 -0.170
H -6.003308 -4.511327 3.115747 0.267 -0.027 -0.165 -0.321
H -5.867629 -5.544330 1.672682 0.097 -0.020 -0.038 0.318
C 3.314731 -3.603628 0.288984 -0.007 -0.075 -0.092 0.006
Cl 3.972156 -2.563455 1.559175 -0.016 0.141 -0.025 -0.146
Cl 1.810172 -2.954623 -0.377053 0.407 -0.008 0.056 -0.066
H 4.051814 -3.677258 -0.504527 -0.274 0.120 0.163 -0.024
H 3.113077 -4.582708 0.711344 -0.057 0.060 0.075 0.290
C -8.289830 -2.780958 4.961740 0.000 0.095 0.045 -0.261
Cl -8.776153 -1.809722 3.570382 0.012 0.024 0.028 -0.139
Cl -7.956972 -4.459348 4.506346 -0.224 -0.022 0.241 -0.157
H -7.389038 -2.354324 5.386711 0.038 -0.030 -0.067 0.251
H -9.090940 -2.774379 5.690956 -0.046 -0.055 -0.060 0.296
C 2.313745 6.189891 6.187131 -0.109 0.121 -0.015 -0.325
Cl 3.761589 5.496099 6.932302 0.001 0.012 0.027 -0.165
Cl 2.121770 5.662155 4.511937 -0.318 0.340 0.226 -0.071
H 1.446057 5.870811 6.751995 0.031 -0.091 -0.013 0.278
H 2.397930 7.269964 6.206164 0.084 -0.013 -0.031 0.299
C 5.876806 -4.584779 4.647632 -0.122 0.057 -0.002 -0.301
Cl 7.326120 -5.194605 5.458020 0.028 0.040 0.061 -0.149
Cl 5.738610 -5.193262 2.996982 0.055 -0.132 0.020 -0.139
H 5.006640 -4.902421 5.209455 0.032 -0.086 -0.010 0.290
H 5.928468 -3.502722 4.615879 0.083 -0.011 -0.050 0.286
C -4.311186 -9.943560 2.200505 -0.082 0.007 0.000 -0.269
Cl -3.575776 -8.610501 1.305849 0.001 -0.151 -0.158 -0.099
Cl -3.099788 -10.935567 3.020220 -0.034 -0.029 0.021 -0.153
H -4.982003 -9.530233 2.945075 0.077 0.041 0.038 0.227
H -4.858617 -10.568613 1.505117 0.075 -0.019 -0.032 0.296
C -3.339080 -0.504800 -6.275472 0.083 0.173 0.002 -0.360
Cl -5.010499 -0.980484 -6.591943 -0.061 -0.079 -0.164 -0.158
Cl -2.859708 -0.923154 -4.628845 -0.037 -0.677 -0.863 -0.045
H -2.686771 -1.009411 -6.978373 -0.056 -0.116 0.044 0.352
H -3.263007 0.570866 -6.392468 -0.079 0.000 0.066 0.191
C -3.151715 7.206110 2.780213 -0.117 -0.077 -0.086 -0.311
Cl -2.536607 8.589478 1.884902 -0.167 -0.029 0.025 -0.088
Cl -1.826242 6.298200 3.511631 0.068 -0.133 0.260 -0.126
H -3.822666 7.546182 3.560525 0.092 0.049 0.043 0.393
H -3.680539 6.553055 2.092513 0.064 -0.021 -0.011 0.167
C 7.066328 -2.794352 -2.062664 -0.044 0.162 -0.005 -0.320
Cl 8.577474 -3.312845 -2.820273 -0.004 0.011 0.002 -0.162
Cl 6.235039 -4.142974 -1.278028 0.290 -0.059 -0.116 -0.188
H 7.290088 -2.043107 -1.314523 0.044 -0.073 0.051 0.351
H 6.417369 -2.383726 -2.827228 0.003 -0.095 -0.045 0.292
C -1.446132 10.476327 -1.426060 -0.029 -0.104 -0.047 0.092
Cl -1.581771 10.995343 0.259580 0.060 0.238 -0.141 -0.168
Cl -0.087967 11.252666 -2.245961 -0.016 -0.021 -0.033 -0.160
H -1.296748 9.402332 -1.445277 0.075 0.016 0.054 -0.041
H -2.361003 10.739789 -1.943076 0.017 0.083 0.026 0.283
C 10.349374 -0.793124 -5.064642 0.037 -0.016 0.099 0.258
Cl 10.045060 -1.233202 -6.753570 0.070 0.094 -0.012 -0.184
Cl 10.006159 0.911519 -4.760164 0.005 -0.016 0.035 -0.160
H 9.710676 -1.395383 -4.430221 -0.065 0.029 -0.047 -0.197
H 11.392239 -0.984574 -4.841519 0.020 0.056 -0.078 0.287
C -6.422940 1.641379 -4.591288 -0.066 -0.104 -0.013 0.291
Cl -5.273678 2.566704 -5.571508 0.026 0.003 -0.042 -0.184
Cl -6.527909 2.270522 -2.943605 -0.035 -0.014 0.006 -0.131
H -7.407186 1.710694 -5.053126 0.632 0.128 0.106 -0.112
H -6.089548 0.611068 -4.549968 0.117 0.046 0.054 0.134
C -10.864796 2.736797 -5.563019 -0.091 0.027 -0.019 -0.275
Cl -10.176848 4.152116 -6.362335 -0.037 0.008 -0.003 -0.149
Cl -9.607010 1.612880 -5.025367 -0.624 -0.060 0.011 -0.147
H -11.426853 3.063747 -4.696420 0.085 0.021 0.039 0.274
H -11.512910 2.221614 -6.261814 0.076 -0.021 -0.044 0.283
C 8.567271 -4.471380 -6.845984 0.055 0.046 0.017 0.313
Cl 6.821810 -4.213202 -6.965718 0.003 0.047 -0.028 -0.158
Cl 8.965718 -5.688636 -5.626179 0.070 -0.021 -0.036 -0.152
H 8.936000 -4.810025 -7.807149 -0.067 -0.073 0.008 0.302
H 9.036961 -3.532636 -6.572120 -0.114 -0.149 0.047 -0.292
C 9.201282 -8.639415 6.613920 -0.014 0.035 -0.054 0.115
Cl 8.103768 -9.663166 7.547335 -0.043 -0.010 -0.059 -0.151
Cl 10.527767 -8.029979 7.612676 0.015 0.034 -0.071 -0.150
H 9.615929 -9.223258 5.800952 0.045 -0.061 0.074 0.252
H 8.643303 -7.796826 6.222213 -0.025 0.012 0.094 -0.058
```
Positions in Å, forces in eV/Å.

Largest force on an atom, eV Å⁻¹: 1.6
Highest occupied orbital energy, eV: -7.48
Net charge: 0
Multiplicity: 1

Number 1: E_LUMO 0.0910 Eh, total energy -5613.9910 Eh. Number 2: E_LUMO 0.0096 Eh, total energy -16693.4718 Eh.